Entry 1:
C26H44F5I2N2O11S3 | the ωB97M-V functional and the def2-TZVPD basis

Properties
spin multiplicity: 1
lowest unoccupied orbital energy: -5.20 eV
E_tot: -115458.5991 eV
E_HOMO: -12.2 eV
total charge: +1

Element x y z (Å)
I 4.0267 -5.7614 4.4306
I 5.5292 -3.5722 2.1216
S -4.3104 -1.1277 -5.4723
S -0.6644 4.6291 -2.3307
S 1.2515 1.0979 1.0824
F 0.6330 2.5026 4.0746
F 0.3315 3.8361 2.2794
F -1.3211 1.7917 1.1875
F -0.6279 0.4662 2.9154
F -1.3576 3.1143 3.4643
O -0.1453 3.7616 -3.3508
O 2.3137 1.7427 1.8542
O -2.0747 4.7628 -2.1089
O -0.0249 6.0878 -2.5113
O -4.3230 0.2006 -4.5703
O 4.5264 1.0113 3.4727
O -3.1127 -1.8699 -5.1938
O -1.3599 -1.3746 -1.3779
O -4.6882 -0.7850 -6.8089
O -1.4062 -2.0810 2.0060
O 1.1831 1.8295 -0.1882
N 1.9525 -3.5081 0.3928
N 2.5015 -2.8369 1.3893
C -0.3124 1.4841 2.0553
C -5.6756 -1.9357 -4.6964
C -1.8938 -2.8199 3.1401
C 2.3727 -1.5256 1.7381
C -3.2229 1.9203 -5.9190
C -0.1558 6.7379 -3.7841
C -2.1291 -1.2307 -0.1758
C 3.3910 -3.6500 2.2482
C 1.2822 -4.7019 3.2871
C 3.0617 -0.8930 2.9878
C 1.2318 -3.0568 -2.9799
C 0.8497 -1.3519 -0.2858
C -0.1141 -0.6480 -1.2845
C 5.1532 0.7760 4.7357
C -2.0603 -2.5059 0.7856
C 0.5609 -3.6214 -1.6385
C 1.1706 -2.8219 -0.4346
C -1.2899 -2.3511 4.5007
C 2.8170 -4.5141 3.1354
C -0.1201 2.7736 2.9786
C -1.5521 7.2925 -3.9945
C 1.5141 -0.6833 0.8475
C 0.1085 4.2339 -0.7944
C -3.1998 1.0916 -4.6493
C 4.4434 -0.1729 2.6783
C 4.1403 0.2887 5.8695
H 3.1934 -1.6110 3.8319
H -0.2834 3.2809 -0.4662
H -0.1359 5.0073 -0.0683
H 4.2935 -0.7879 6.1433
H -0.3927 0.3967 -1.0192
H 0.1256 6.0574 -4.5919
H -5.8751 -2.8536 -5.2469
H 0.9672 -5.4916 2.5464
H 6.0660 0.1265 4.6868
H -2.4317 2.6717 -5.8996
H 1.0753 -5.1503 4.2947
H -3.0736 1.2961 -6.8008
H 1.8396 -3.8943 -3.4135
H -1.5947 7.8850 -4.9097
H 0.5614 7.5593 -3.7888
H -5.4116 -2.1649 -3.6663
H -1.3970 -3.2821 0.3278
H 0.8610 -4.6956 -1.5449
H 4.2193 0.9461 6.7666
H -0.2018 -2.5669 4.6270
H -1.4215 -1.2511 4.6855
H 3.0807 0.3733 5.4985
H -0.5509 -3.5859 -1.6469
H -6.5428 -1.2798 -4.7397
H 1.9419 -2.2315 -2.6954
H 2.3350 -0.1194 3.3597
H 0.4502 -2.7003 -3.6963
H 0.6846 -3.7846 3.0809
H -2.2629 0.5350 -4.5573
H -3.0113 -2.7089 3.1602
H -1.6354 -3.9038 2.9664
H 5.5169 1.7798 5.0913
H -3.2237 -1.0880 -0.3874
H -4.1859 2.4202 -6.0350
H -2.2871 6.4910 -4.0776
H -1.7479 -0.3798 0.4406
H -1.8492 7.9184 -3.1513
H -3.2679 1.7556 -3.7863
H 4.4453 0.1326 1.5960
H 1.1826 4.1675 -0.9454
H 5.3436 -0.7873 2.9102
H -1.8588 -2.8650 5.3218
H 0.3391 -0.7391 -2.3096
H -3.0838 -2.9096 1.0002

Cartesian forces, eV/Å:
-1.027 0.691 -0.755
-1.114 0.364 -0.676
-0.487 0.298 0.472
0.526 0.634 0.531
3.175 4.399 -1.187
-0.422 0.293 -1.678
-0.097 -1.356 0.793
0.949 -0.852 0.917
0.172 0.911 -1.384
1.249 -0.632 -0.825
-0.413 0.051 -0.045
-1.334 -2.262 0.459
0.094 -0.315 -0.319
0.005 -0.583 0.302
-0.191 -0.625 0.000
0.586 -1.150 -0.101
0.007 0.221 -0.259
0.369 0.438 0.825
0.372 -0.193 0.074
-0.566 -0.289 0.129
-1.062 -2.883 1.041
-1.153 1.374 -1.300
1.612 1.358 2.085
-0.868 0.247 0.990
-0.047 0.066 0.138
0.064 -0.360 0.329
-0.996 1.335 -0.823
-0.038 -0.126 -0.272
-0.298 0.466 -0.779
-0.662 -0.942 1.202
-0.070 -1.568 1.414
0.578 -1.008 -0.137
-0.552 -0.479 -0.072
-0.097 -0.379 0.635
1.856 0.161 2.292
-0.771 -0.902 -0.443
-0.223 1.009 1.706
0.840 0.749 -0.254
1.038 0.063 0.132
-1.246 0.382 -0.593
-0.357 0.397 0.051
-0.187 0.556 -0.487
-0.662 0.886 1.029
-0.229 -0.175 0.077
-0.794 -3.319 -1.384
-0.094 0.595 -0.124
0.611 0.654 -0.226
-0.273 0.942 -0.125
-0.155 -0.262 -0.700
-0.222 0.209 -0.918
-0.164 0.163 -0.218
-0.030 0.042 -0.120
-0.030 0.963 -0.063
0.862 -0.737 -0.240
0.002 -0.114 0.179
0.103 0.065 -0.066
0.296 0.759 0.604
-0.858 0.309 -0.275
-0.028 -0.028 0.129
0.017 0.779 -0.900
0.011 0.019 0.040
-0.630 0.982 0.149
0.102 0.000 0.044
0.100 -0.193 0.287
0.010 0.034 -0.049
-0.886 0.310 0.159
-0.226 0.987 0.259
0.042 -0.711 -0.618
-0.853 0.019 -0.223
-0.003 -0.972 -0.399
1.034 0.091 0.315
0.950 0.291 -0.021
0.065 -0.005 -0.029
-0.652 -0.699 -0.632
0.916 -0.590 -0.470
0.848 -0.288 0.541
0.590 -0.594 0.267
-0.148 -0.146 -0.027
0.892 -0.206 0.133
-0.424 0.783 0.317
-0.296 -0.893 -0.656
1.222 0.180 -0.364
0.060 0.022 0.082
0.034 0.030 -0.023
-0.509 -0.555 -0.582
0.074 0.031 -0.065
-0.226 -0.225 0.067
0.153 -0.196 1.036
-0.073 0.001 -0.017
-0.947 0.101 -0.384
0.626 0.330 -0.765
-0.324 0.471 1.042
0.904 0.299 -0.202


Entry 2:
C26H44F5N6OPSeSi3TeV | the ωB97M-V functional and the def2-TZVPD basis

Properties
spin multiplicity: 1
lowest unoccupied orbital energy: -8.94 eV
E_tot: -183479.3590 eV
E_HOMO: -15.4 eV
total charge: +3

Element x y z (Å)
Te 0.4410 0.3754 0.3345
Se 3.0593 -0.2307 2.9173
V -3.2326 -2.6414 -3.0174
P 4.6929 1.8863 4.6060
Si -3.2711 0.4210 -3.2085
Si -5.4237 -1.8832 -4.1236
Si -2.5765 -1.5687 -5.8346
F 1.4391 1.7075 1.3832
F -0.4153 0.1385 1.9801
F -0.8490 -0.9826 -0.2321
F 1.7275 -0.9887 1.3016
F -0.9247 1.6851 0.0135
O -1.7453 -3.0527 -3.1264
N 3.5452 -1.8697 3.1712
N 3.9848 4.3572 4.0915
N 6.3499 3.9056 4.5056
N 4.3643 0.2689 4.2255
N -3.4558 -1.5717 -1.3414
N 4.7512 3.8312 6.3482
C 4.4770 2.3995 6.3447
C -3.7271 0.5290 -0.2881
C 6.1215 4.1465 5.9335
C -3.5703 -0.2170 -1.4391
C -0.7611 -1.2619 -5.6310
C 3.5838 3.0114 3.6948
C 5.0013 -0.8294 4.6973
C -3.5755 -1.2591 -4.1458
C -3.4705 -2.1863 -0.1438
C -6.2219 -1.9525 -5.7861
C 5.3699 4.6603 3.7189
C -4.4250 1.7287 -3.8214
C -2.8575 -3.3839 -6.2169
C 6.0325 -0.9055 5.6500
C 4.5005 -2.0206 4.0769
C 3.8044 4.5916 5.5271
C -3.7740 -0.1009 0.9492
C 5.0389 -3.2931 4.4342
C 6.3616 2.4858 4.1744
C -3.6476 -1.4801 1.0237
C 6.0292 -3.3403 5.3580
C 6.5217 -2.1444 5.9608
C -5.1166 -3.7514 -3.5203
C -3.2970 -0.4192 -7.1029
C -1.5059 0.9543 -3.2516
C -6.5237 -1.1511 -2.8243
H -5.8544 -3.9319 -2.7344
H 6.4621 -4.2867 5.6492
H -4.2433 -4.3706 -3.1704
H 5.1672 1.8723 7.0050
H -0.8366 0.1292 -3.0023
H -3.6610 -2.0025 1.9688
H -0.5034 -0.2049 -5.6516
H 5.5422 5.7211 3.8944
H -5.3952 -4.3345 -4.4012
H -7.5107 -1.6078 -2.9457
H -0.3302 -1.7217 -4.7427
H -4.3655 -0.5326 -7.2749
H -1.2083 1.3833 -4.2075
H -3.3269 -3.2614 -0.1323
H -5.6305 -2.4471 -6.5524
H 2.7833 4.3414 5.8155
H -2.3426 -3.6175 -7.1533
H 2.5412 2.8186 3.9585
H 3.9663 5.6509 5.7204
H -2.7914 -0.6074 -8.0542
H 6.4336 -0.0229 6.1302
H -3.7925 1.6067 -0.3528
H 6.5528 2.3324 3.1101
H 7.3145 -2.2250 6.6931
H 3.6894 2.8803 2.6158
H 5.5184 4.4593 2.6576
H -6.6565 -0.0770 -2.9448
H -3.0970 0.6214 -6.8374
H -5.4698 1.4354 -3.8932
H 4.6440 -4.1777 3.9544
H -0.2810 -1.7255 -6.4985
H -6.4472 -0.9382 -6.1225
H -2.4091 -4.0497 -5.4743
H -3.8900 0.4841 1.8516
H -6.1931 -1.3451 -1.8043
H -4.3666 2.6010 -3.1649
H 3.4569 2.1936 6.6752
H -7.1748 -2.4793 -5.6901
H 7.1309 1.9598 4.7422
H -1.3910 1.7250 -2.4832
H 6.8298 3.5640 6.5236
H -4.0932 2.0530 -4.8108
H 6.2996 5.2024 6.1315
H -3.9002 -3.6658 -6.3639

Cartesian forces, eV/Å:
-0.021 0.215 0.268
-0.119 -0.041 -0.234
0.251 0.466 0.846
0.017 -0.134 -0.033
0.009 -0.072 0.095
-0.033 0.237 -0.264
-0.011 -0.082 -0.099
0.054 0.003 0.001
-0.014 -0.020 -0.203
0.008 -0.121 -0.030
0.060 -0.003 0.049
0.073 -0.068 -0.012
-0.116 -0.180 -0.256
0.049 -0.031 0.080
-0.042 0.001 0.000
0.018 0.005 0.006
0.036 0.155 0.145
-0.024 -0.154 0.085
-0.006 0.012 0.016
0.001 -0.001 -0.007
-0.004 0.019 -0.051
0.005 0.001 0.002
-0.014 0.016 -0.085
0.007 -0.007 0.026
0.043 0.018 0.020
0.072 0.058 0.035
-0.066 0.019 -0.216
0.012 -0.013 -0.015
-0.024 -0.012 0.018
0.007 -0.001 -0.010
-0.001 0.009 -0.020
0.003 0.018 -0.037
-0.024 0.061 -0.030
-0.087 -0.042 -0.072
0.007 -0.010 0.001
-0.004 -0.028 0.031
-0.022 -0.023 -0.046
-0.033 0.018 0.004
-0.010 0.036 -0.016
0.042 0.049 0.043
-0.017 -0.092 -0.028
0.083 -0.397 -0.001
-0.005 0.013 0.029
0.049 -0.008 0.013
-0.028 -0.034 -0.023
-0.008 0.043 0.000
-0.002 0.000 0.005
-0.086 -0.012 -0.070
0.001 -0.004 -0.001
0.017 0.011 -0.006
0.002 0.006 0.006
-0.003 0.007 0.003
0.000 0.001 0.001
-0.017 0.009 0.004
0.001 -0.002 0.016
0.003 0.003 0.000
-0.001 -0.001 0.008
-0.021 0.001 -0.011
0.001 0.002 -0.009
-0.011 0.012 -0.005
-0.002 -0.001 0.003
-0.009 0.051 -0.018
-0.015 0.019 -0.006
-0.001 0.001 0.000
0.008 0.000 0.004
-0.010 0.005 0.000
-0.004 0.003 0.002
-0.005 -0.003 -0.002
0.000 -0.004 0.003
-0.003 -0.030 -0.017
-0.003 0.001 0.001
-0.015 0.006 0.001
-0.012 0.005 -0.011
-0.007 -0.001 0.000
-0.002 0.001 0.003
0.007 0.002 0.006
-0.005 0.005 0.011
-0.006 0.007 0.021
-0.005 0.000 0.001
0.021 0.014 0.007
0.009 -0.002 0.006
-0.004 -0.002 0.001
0.000 0.000 0.006
0.001 0.005 0.005
0.012 0.001 -0.001
-0.003 0.000 0.001
-0.016 0.010 0.003
0.000 0.001 0.000
0.014 -0.022 0.006